C3H6ClN2OSi | ωB97M-V/def2-TZVPD

Each line ends with the Mulliken charge.
CARTESIAN COORDINATES (ANGSTROEM)
C: 0.45833 -0.51543 0.21412  0.24
C: 0.03666 -1.85522 0.41835  -0.74
C: 0.49043 1.70610 -0.15249  -0.77
N: -0.28280 0.53583 -0.04787  -0.13
N: -1.22941 -2.23856 0.78122  0.60
O: -1.23095 -3.43256 1.38248  -0.69
Si: -2.84819 -1.50872 1.08121  -0.25
Cl: -3.21739 -0.26714 -0.70564  -0.37
H: 1.55427 -0.58961 0.21984  0.17
H: 0.69379 -2.73243 0.57525  0.36
H: 0.28152 2.55457 0.44247  0.25
H: 1.53600 1.45938 -0.17990  0.28
H: 0.24720 2.10532 -1.26698  0.18
H: -3.56250 -2.67250 0.77750  -0.13

Values from the calculation:
Total charge   -1
DFT total energy   -28634.563 eV
Largest force on an atom   4.80 eV/A
HOMO (alpha / beta)   -0.112 / -0.112 Ha
2S+1   1
Relative energy (zero: lowest compared OMol25 entry of this formula, charge and spin)   210.72 kJ/mol